(1)
{
  "formula": "C5H7NO",
  "method": "ωB97M-V with the def2-TZVPD basis set",
  "species": ["N", "C", "O", "C", "C", "C", "C", "H", "H", "H", "H", "H", "H", "H"],
  "xyz": [[1.8495, -2.1280, 0.2703], [0.8068, -1.5317, 0.4691], [1.1008, 0.7972, -0.1545], [0.2807, 1.8194, -0.5628], [-0.6416, 0.9397, 0.1060], [-1.1630, -0.3540, -0.4110], [-0.4616, -1.2057, 0.6202], [2.7694, -1.7509, 0.4672], [0.1238, 1.9354, -1.6265], [0.4521, 2.7413, -0.0132], [-1.1072, 1.2136, 1.0678], [-0.8172, -0.5388, -1.4321], [-2.2538, -0.5136, -0.3645], [-0.9385, -1.4239, 1.5639]],
  "forces_ev_per_a": [[-0.2, 0.0, -0.1], [-0.2, -1.3, 0.2], [-1.9, 0.0, 1.2], [-0.8, 1.4, -0.7], [0.9, 0.3, -0.2], [0.5, 0.0, 0.2], [0.1, -1.4, -0.2], [-0.2, 0.4, 0.1], [0.3, 0.3, -0.5], [0.0, 0.5, -0.3], [1.1, -0.2, -0.1], [0.0, -0.1, 0.2], [0.4, 0.4, 0.1], [0.0, -0.1, 0.0]],
  "total_energy_ev": -8831.635,
  "smiles": "N=C=CC[C@@H]1CO1",
  "gap_ev": 8.8134,
  "relative_energy_kcal_mol": 105.3
}

(2)
{
  "formula": "C5H34O14",
  "method": "ωB97M-V with the def2-TZVPD basis set",
  "species": ["O", "C", "C", "C", "C", "C", "O", "H", "H", "H", "H", "H", "H", "H", "H", "H", "H", "H", "H", "O", "H", "H", "O", "H", "H", "O", "H", "H", "O", "H", "H", "O", "H", "H", "O", "H", "H", "O", "H", "H", "O", "H", "H", "O", "H", "H", "O", "H", "H", "O", "H", "H", "O"],
  "xyz": [[3.3258, 0.6166, -0.9953], [2.8496, 1.3221, -0.1812], [3.3850, 1.1982, 1.3232], [2.2854, 1.5723, 2.2708], [1.4484, 0.4492, 2.8770], [0.0427, 0.7601, 3.4161], [-0.8849, 0.2228, 2.4753], [2.2020, 2.1861, -0.4492], [3.7758, 0.1776, 1.4753], [4.3686, 1.6614, 1.4098], [2.8485, 1.9695, 3.1503], [1.6655, 2.3936, 1.8955], [2.0621, -0.0886, 3.6305], [1.4176, -0.4220, 2.2044], [-0.1561, 0.1381, 4.2923], [-0.0515, 1.8408, 3.5726], [-0.4461, 0.1045, 1.6297], [-3.6394, -1.6676, -1.3342], [-3.2449, -0.8724, -0.0259], [-3.3270, -1.7341, -0.4283], [0.0552, -4.9255, 0.6396], [-0.1182, -3.7352, -0.1880], [0.6194, -4.3254, 0.1337], [2.2839, -0.2649, -4.0627], [1.5215, 0.5338, -2.9737], [1.5802, -0.3237, -3.4088], [2.6098, -2.2892, 0.2132], [1.5422, -3.2585, 0.6491], [1.9944, -2.3730, 0.9539], [-1.6445, 1.0609, -0.0167], [-0.8551, 0.0644, -0.9221], [-1.3305, 0.9058, -0.9167], [-0.4079, 3.8649, -0.8725], [-1.5572, 3.5143, 0.0772], [-1.3612, 3.9958, -0.7356], [-2.1933, -4.3396, -1.2539], [-2.2732, -3.1594, -0.3738], [-1.9009, -4.0730, -0.3719], [1.2952, -1.0269, -1.1958], [0.5508, -1.6130, -0.0484], [0.3950, -1.1982, -0.8921], [-0.5057, -1.7331, -2.4351], [-1.1592, -2.0046, -3.6804], [-1.4260, -1.8309, -2.7631], [-0.4078, 2.2185, -2.0012], [0.1973, 3.2997, -2.9377], [0.4079, 2.7238, -2.1945], [-3.7848, 1.0151, -1.5127], [-2.7794, 0.1521, -2.4538], [-3.6725, 0.3065, -2.1420], [-3.1369, 2.8070, 1.5358], [-2.0667, 1.9919, 2.4099], [-2.3986, 2.1918, 1.5323]],
  "forces_ev_per_a": [[-0.2, -0.4, -0.1], [1.2, 0.7, 0.4], [0.3, -1.6, 0.0], [-0.1, 0.7, 1.6], [1.0, -1.6, 0.3], [0.9, -1.4, -1.0], [-0.6, 0.5, 0.0], [-0.4, -0.2, 0.0], [-0.8, -0.2, -0.3], [-0.3, 1.3, -0.6], [-0.2, 0.3, -0.6], [0.1, 0.0, 0.0], [-0.2, 0.8, 0.1], [-0.5, 0.3, -0.4], [0.2, 0.8, 0.3], [-0.4, -0.1, 0.2], [0.0, 0.1, -0.1], [0.0, 0.8, 0.0], [-0.2, 0.3, -0.5], [0.3, -1.4, 0.8], [0.4, -0.3, 0.1], [0.4, -1.0, -0.2], [-0.8, 0.6, -0.3], [0.0, 0.1, 0.0], [-0.2, 0.3, -0.4], [0.1, -0.2, 0.5], [0.3, 0.1, 0.3], [0.2, 0.6, 1.1], [-0.1, -0.6, -0.9], [-0.2, 0.2, 0.1], [0.0, -0.2, 0.0], [0.4, 0.4, 0.1], [-0.5, 0.1, 0.0], [-0.1, 0.0, 0.0], [0.2, 0.2, 0.4], [0.3, -0.4, 0.1], [-0.2, -0.1, 0.5], [-0.4, 0.8, -0.6], [-0.2, -0.1, -0.5], [0.3, -0.6, 1.0], [0.3, 0.7, -0.5], [-0.9, 0.0, 0.6], [-0.9, 0.0, -0.2], [1.4, 0.0, -0.9], [0.0, 0.1, 0.2], [0.0, 0.0, 0.0], [0.6, -0.6, -0.2], [0.8, 0.3, -0.1], [0.3, 0.6, 0.5], [-1.5, -0.7, -0.9], [0.0, 0.0, 0.5], [-0.4, 0.0, 0.1], [0.2, 0.2, -1.0]],
  "total_energy_ev": -34391.722,
  "charge": 1,
  "multiplicity": 2,
  "s_squared": 0.76,
  "gap_ev": [7.2176, 3.4222]
}

(3)
{
  "formula": "C49H36N2O6P2S2Tl",
  "method": "ωB97M-V with the def2-TZVPD basis set",
  "species": ["Tl", "O", "S", "C", "C", "C", "C", "C", "C", "P", "C", "C", "C", "C", "C", "C", "C", "C", "C", "C", "C", "C", "C", "C", "C", "C", "C", "C", "P", "C", "C", "C", "C", "C", "C", "C", "C", "C", "C", "C", "C", "H", "H", "H", "H", "H", "H", "H", "H", "H", "H", "H", "H", "H", "H", "H", "H", "H", "H", "H", "H", "H", "H", "H", "H", "H", "H", "H", "H", "O", "C", "O", "C", "C", "C", "C", "C", "N", "H", "H", "H", "H", "O", "S", "O", "N", "C", "O", "C", "C", "C", "C", "C", "C", "H", "H", "H", "H"],
  "xyz": [[0.1214, 0.0852, -0.8723], [-1.8701, -3.1546, 0.8523], [-0.9281, -2.0348, 1.0791], [-1.5438, -1.0420, 2.4640], [-2.0168, -1.7478, 3.5632], [-2.4686, -1.0690, 4.6794], [-2.4449, 0.3207, 4.7018], [-2.0224, 1.0254, 3.5890], [-1.5827, 0.3599, 2.4412], [-1.3345, 1.3475, 0.9245], [-0.6825, 2.9675, 1.3402], [0.6288, 3.2739, 0.9806], [1.1520, 4.5263, 1.2751], [0.3694, 5.4683, 1.9277], [-0.9457, 5.1719, 2.2697], [-1.4768, 3.9302, 1.9685], [-2.9858, 1.6263, 0.2683], [-3.2547, 2.8124, -0.4201], [-4.4802, 2.9812, -1.0438], [-5.4272, 1.9636, -1.0030], [-5.1494, 0.7764, -0.3410], [-3.9304, 0.6038, 0.2983], [0.5146, -2.7251, 1.8978], [0.3006, -3.9139, 2.5829], [1.3434, -4.5036, 3.2687], [2.6023, -3.9109, 3.2582], [2.8214, -2.7603, 2.5211], [1.7838, -2.1515, 1.8095], [2.1971, -0.7563, 0.6933], [2.7540, 0.5633, 1.8004], [3.5536, 1.5884, 1.2820], [3.9908, 2.6051, 2.1181], [3.6108, 2.6250, 3.4569], [2.7892, 1.6288, 3.9619], [2.3656, 0.5920, 3.1375], [3.6914, -1.3167, -0.1788], [3.5661, -1.9783, -1.3983], [4.6980, -2.4572, -2.0448], [5.9540, -2.2779, -1.4839], [6.0828, -1.6143, -0.2714], [4.9583, -1.1307, 0.3792], [-2.0412, -2.8313, 3.5320], [-2.8370, -1.6241, 5.5333], [-2.7773, 0.8578, 5.5824], [-2.0424, 2.1058, 3.6079], [1.2366, 2.5565, 0.4405], [2.1660, 4.7653, 0.9798], [0.7775, 6.4454, 2.1553], [-1.5657, 5.9176, 2.7543], [-2.5155, 3.7225, 2.1971], [-2.5121, 3.6004, -0.4672], [-4.6944, 3.9071, -1.5659], [-6.3795, 2.0914, -1.5025], [-5.8737, -0.0288, -0.3301], [-3.7210, -0.3365, 0.7973], [-0.6774, -4.3803, 2.5460], [1.1799, -5.4304, 3.8054], [3.4231, -4.3649, 3.7978], [3.8191, -2.3406, 2.4769], [3.8274, 1.5851, 0.2321], [4.6285, 3.3863, 1.7191], [3.9566, 3.4205, 4.1071], [2.4885, 1.6456, 5.0031], [1.7378, -0.1950, 3.5418], [2.5921, -2.1170, -1.8469], [4.5970, -2.9658, -2.9955], [6.8355, -2.6465, -1.9962], [7.0616, -1.4644, 0.1667], [5.0760, -0.5991, 1.3146], [2.9490, 2.5818, -2.9261], [1.9969, 1.9496, -2.5158], [1.9946, 1.1168, -1.5181], [0.6562, 2.1347, -3.1995], [0.5646, 2.8515, -4.3765], [-0.6822, 3.0076, -4.9613], [-1.7982, 2.4610, -4.3442], [-1.6303, 1.7602, -3.1665], [-0.4221, 1.6024, -2.6133], [1.4686, 3.2655, -4.7996], [-0.7854, 3.5492, -5.8943], [-2.7890, 2.5569, -4.7688], [-2.4709, 1.3018, -2.6636], [-3.6928, -0.5453, -3.3075], [-3.2252, -1.5765, -2.4240], [-4.0475, -1.9611, -1.3176], [-1.6820, -1.2203, -1.8943], [-0.7902, -2.0920, -2.3618], [0.4334, -1.9524, -2.0909], [-1.3583, -3.1668, -3.2040], [-0.6982, -4.2051, -3.8297], [-1.4548, -5.0807, -4.5974], [-2.8312, -4.9080, -4.7318], [-3.4925, -3.8573, -4.1039], [-2.7235, -3.0039, -3.3424], [0.3724, -4.3234, -3.7167], [-0.9707, -5.9089, -5.1008], [-3.3991, -5.5993, -5.3408], [-4.5625, -3.7189, -4.2078]],
  "forces_ev_per_a": [[0.3, 0.2, 0.0], [0.2, 0.3, 0.2], [-0.2, -0.1, -0.2], [0.0, 0.0, 0.0], [0.0, 0.0, 0.0], [0.0, 0.0, 0.1], [0.0, 0.0, 0.1], [0.0, 0.0, 0.0], [0.0, -0.2, 0.0], [0.0, -0.3, 0.0], [0.2, 0.0, 0.0], [-0.1, 0.1, 0.0], [0.0, 0.0, 0.0], [0.1, 0.0, 0.0], [-0.1, 0.0, 0.0], [0.0, 0.1, 0.1], [0.0, 0.0, -0.2], [-0.1, 0.0, 0.0], [0.0, 0.0, 0.0], [0.0, 0.0, 0.0], [-0.1, 0.0, 0.0], [0.0, 0.0, 0.0], [0.0, 0.0, 0.0], [-0.1, 0.0, 0.0], [0.1, -0.1, 0.1], [0.0, 0.0, 0.0], [0.0, 0.0, 0.0], [0.0, 0.0, 0.0], [0.0, -0.2, 0.1], [0.0, 0.1, 0.0], [0.0, 0.0, 0.1], [0.0, 0.0, -0.1], [0.0, 0.0, 0.0], [0.0, 0.0, 0.0], [-0.1, 0.1, 0.0], [0.0, 0.0, 0.0], [0.0, 0.0, 0.0], [0.0, 0.0, 0.0], [0.0, 0.0, 0.0], [0.0, 0.0, 0.0], [0.0, 0.0, 0.0], [0.0, 0.1, 0.0], [0.0, 0.0, 0.0], [0.0, 0.0, -0.1], [0.0, 0.0, 0.0], [0.0, 0.0, 0.1], [0.0, 0.0, 0.0], [0.0, 0.0, 0.0], [0.1, -0.1, 0.0], [0.0, 0.0, 0.0], [0.0, 0.0, 0.0], [0.0, -0.1, 0.0], [0.0, 0.0, 0.0], [0.1, 0.1, 0.0], [0.0, 0.0, 0.0], [0.0, 0.1, 0.0], [0.0, 0.0, 0.0], [0.0, 0.0, 0.0], [0.0, 0.0, 0.0], [0.0, 0.0, 0.0], [0.0, -0.1, 0.0], [0.0, 0.0, 0.0], [0.0, 0.0, -0.1], [0.0, 0.0, 0.0], [0.0, 0.0, 0.0], [0.0, 0.0, 0.0], [-0.1, 0.0, 0.0], [0.0, 0.0, 0.0], [0.0, 0.0, 0.0], [-0.1, -0.1, 0.2], [0.2, -0.1, 0.1], [0.1, 0.2, -0.2], [-0.2, 0.0, 0.1], [0.0, 0.1, -0.1], [0.0, 0.0, -0.1], [0.0, 0.0, -0.1], [0.1, 0.0, 0.1], [-0.1, -0.1, -0.2], [0.0, 0.0, 0.0], [0.0, 0.0, 0.1], [0.1, 0.0, 0.0], [0.1, 0.0, 0.0], [0.0, 0.0, 0.1], [0.2, -0.3, 0.1], [-0.1, 0.1, 0.0], [0.0, 0.0, -0.2], [0.0, 0.2, 0.1], [-0.4, 0.2, 0.1], [0.0, 0.1, 0.1], [0.1, -0.1, 0.0], [0.0, 0.0, 0.0], [0.0, 0.0, 0.0], [-0.1, 0.0, 0.0], [0.0, 0.0, -0.1], [-0.1, 0.0, 0.0], [0.0, 0.0, 0.0], [0.0, 0.0, 0.0], [0.1, 0.0, 0.0]],
  "total_energy_ev": -111599.329,
  "charge": 1,
  "gap_ev": 7.9053,
  "relative_energy_kcal_mol": 0.0
}

(4)
{
  "formula": "C7H11ClSi",
  "method": "ωB97M-V with the def2-TZVPD basis set",
  "species": ["C", "C", "C", "C", "C", "C", "C", "Si", "Cl", "H", "H", "H", "H", "H", "H", "H", "H", "H", "H", "H"],
  "xyz": [[-1.8339, 1.7394, 0.6782], [2.1256, 0.2635, -2.1660], [0.6201, 0.2111, 2.4220], [-1.5587, 0.8784, -0.2564], [0.8704, -0.1201, -1.9596], [1.1627, 0.1281, 1.2152], [-0.7708, -2.0856, -0.2121], [0.0257, -0.2478, -0.2396], [-1.6925, -2.1056, 1.2562], [-2.6065, 2.4122, 0.4928], [-1.2939, 1.8043, 1.6221], [2.5212, 0.1820, -3.1404], [2.8085, 0.7988, -1.5179], [1.2749, 0.4497, 3.2981], [-0.5021, 0.1546, 2.6475], [-2.0675, 0.9993, -1.1834], [0.2979, -0.4119, -2.8820], [2.3064, 0.1263, 1.1537], [-1.5398, -2.1484, -1.0476], [-0.1478, -3.0283, -0.1807]],
  "forces_ev_per_a": [[0.6, 0.2, 1.4], [-0.2, 0.5, 0.0], [-0.7, 0.7, 1.7], [2.6, -1.5, -0.5], [-0.7, 0.0, 0.5], [0.9, -0.8, -0.7], [0.7, 0.2, -1.5], [-1.0, -0.6, -1.2], [-1.0, -0.3, 1.5], [-1.3, 1.3, 0.1], [-0.2, 0.0, -0.2], [0.4, 0.0, -1.2], [-0.2, -0.5, 0.7], [-0.7, -0.4, -0.6], [1.9, 0.0, -0.5], [-0.6, -0.3, -0.7], [0.5, -0.1, 1.1], [-1.8, 0.2, -0.1], [1.2, 0.0, 0.8], [-0.4, 1.3, -0.4]],
  "total_energy_ev": -27835.071,
  "smiles": "C=C[Si](C=C)(C=C)CCl",
  "gap_ev": 10.4656,
  "relative_energy_kcal_mol": 31.2
}